(1)
The following is a DFT calculation (the ωB97M-V functional and the def2-TZVPD basis) of a structure of composition C5H15BInNO4P.

Last column: Löwdin charge in e.
Geometry (Å):
C: 0.5755 -3.5194 2.0247  -0.155
C: 1.5478 -2.5237 2.6582  -0.249
B: 1.4030 -0.9914 2.2959  -0.571
O: 1.8397 -0.1326 3.3272  -0.015
In: 0.5573 -0.1809 0.2767  0.294
P: 2.4898 -0.6620 -1.4021  0.400
N: 2.2699 -1.6489 -2.6465  -0.468
H: -0.4155 -3.4549 2.4817  0.068
H: 0.4418 -3.3069 0.9612  0.046
H: 0.9149 -4.5543 2.1291  0.057
H: 1.5763 -2.6422 3.7510  0.087
H: 2.5728 -2.7407 2.3098  0.100
H: 2.6062 0.3940 3.0969  0.068
H: -0.8207 -1.0876 -0.2191  -0.104
H: 0.3048 1.5664 0.2635  -0.135
H: 3.0558 0.5938 -1.8123  -0.117
H: 3.6179 -1.0386 -0.6100  -0.103
H: 2.9643 -2.3849 -2.7025  -0.110
C: -3.0559 3.5002 -0.9519  -0.130
C: -2.3335 3.4357 -2.2892  -0.130
O: -2.0347 2.0517 -2.4022  0.046
C: -2.8891 1.3434 -1.6215  -0.576
O: -2.9570 0.1653 -1.5867  0.147
O: -3.6321 2.1997 -0.8600  0.042
H: -3.8464 4.2457 -0.9094  0.123
H: -2.3623 3.6390 -0.1205  0.129
H: -2.9834 3.7311 -3.1173  0.125
H: -1.4073 4.0033 -2.3247  0.130

Calculated values
Charge: -1
Highest occupied orbital energy: -3.465 eV

(2)
The following is a DFT calculation (the ωB97M-V functional and the def2-TZVPD basis) of a structure of composition C18H23N3O6S3 at a distorted geometry.

Last column: Löwdin charge in e.
Geometry (Å):
C: -4.7069 -2.9709 1.2817  -0.118
N: -5.6770 -2.0213 1.1343  -0.331
S: -5.8769 -1.1930 -0.3816  0.637
O: -5.9455 -2.3533 -1.3682  -0.324
O: -7.1690 -0.6247 -0.4161  -0.248
C: -4.6392 -0.3370 -0.4996  -0.376
C: -3.5322 -0.9163 -0.9483  -0.001
C: -2.3199 0.0002 -1.3226  0.099
C: -2.3495 1.3147 -0.8111  -0.132
C: -3.4158 1.7785 -0.1638  -0.049
C: -4.6544 1.2456 -0.0540  0.148
H: -5.6136 1.5373 0.2400  0.095
H: -3.4297 2.6554 0.0990  0.024
N: -1.0883 2.1023 -0.7945  0.132
C: -0.8156 3.2271 -0.4632  -0.405
O: -1.6269 3.9334 0.3964  -0.062
C: 0.6912 3.4707 -0.5742  -0.136
C: 1.5456 2.6395 0.1400  -0.648
C: 2.1760 2.8860 1.2647  -0.093
C: 2.8332 1.7157 1.8116  0.019
C: 2.9148 0.7417 0.6108  -0.640
S: 1.9856 1.3112 -0.5539  1.195
S: 3.8164 -0.6851 0.7475  0.823
O: 4.1052 -1.0642 2.2168  -0.327
O: 3.0189 -1.5456 -0.3098  -0.410
N: 5.2806 -0.3378 -0.1694  -0.184
C: 6.4704 -0.7826 0.5133  -0.321
H: 6.3544 -0.2095 1.5386  0.159
C: 6.8131 -2.0907 0.4467  -0.231
O: 6.9934 -2.4363 -0.9600  -0.117
C: 5.7214 -2.1169 -1.7146  -0.162
C: 5.1950 -0.8048 -1.6757  -0.123
H: 4.2493 -0.6474 -1.9314  0.069
H: 5.8810 -0.2349 -2.1078  0.089
H: 5.8251 -2.5732 -2.7049  0.143
H: 4.9995 -2.6832 -1.1691  0.104
H: 7.9193 -2.2129 0.5679  0.159
H: 6.1688 -2.6817 1.1215  0.147
H: 7.1853 0.1224 0.0990  0.188
H: 3.2180 1.6635 2.7453  0.068
H: 1.9486 3.5295 2.1439  0.147
H: 0.6772 3.6923 -1.4662  0.035
H: 0.7040 4.6038 -0.2216  0.198
H: -0.4071 1.3718 -1.2632  0.165
H: -1.5054 -0.3699 -1.7106  0.044
H: -3.3169 -1.8614 -1.5084  0.145
C: -5.8470 -1.2247 2.3037  -0.111
H: -6.0292 -1.8350 3.1979  0.098
H: -6.7177 -0.3354 1.9499  0.159
H: -5.1331 -0.4846 2.4760  0.036
H: -4.7525 -3.4874 0.2206  0.141
H: -3.7521 -2.4491 1.2651  0.094
H: -4.7382 -3.5873 1.9352  -0.010

Calculated values
ΔE to the lowest compared entry with this formula, charge and spin: 16.952 eV
Highest occupied orbital energy: -9.009 eV

(3)
The following is a DFT calculation (the ωB97M-V functional and the def2-TZVPD basis) of a structure of composition C22H28MnN7S at a distorted geometry.

Last column: Löwdin charge in e.
Geometry (Å):
Mn: -0.0560 0.5838 -0.5222  0.760
C: -5.3918 -0.5153 0.9256  -0.087
C: -4.2902 -0.7127 1.7455  -0.081
C: -3.1238 0.0072 1.5373  -0.044
C: -3.0329 0.9462 0.5094  -0.311
C: -4.1465 1.1351 -0.3141  -0.055
C: -5.3108 0.4119 -0.1033  -0.076
N: -1.8018 1.5839 0.2681  -0.019
C: -1.7131 2.9180 0.1695  -0.225
C: -2.7706 3.8422 0.4101  -0.015
C: -2.5968 5.1729 0.1678  -0.049
C: -1.3734 5.7176 -0.3159  -0.075
C: -0.3139 4.8867 -0.4851  -0.012
C: -0.4543 3.5028 -0.2075  -0.220
N: 0.5560 2.6252 -0.1873  -0.066
N: 1.7303 2.8177 -0.6406  0.093
C: 2.5292 1.7259 -0.3093  -0.345
C: 3.8208 1.7254 -0.8445  0.003
C: 4.6999 0.7492 -0.4293  -0.039
C: 4.2602 -0.2104 0.4874  -0.067
C: 2.9437 -0.1782 0.8958  -0.142
N: 2.0759 0.7679 0.5168  0.055
H: -6.3044 -1.0717 1.0890  0.105
H: -4.3415 -1.4234 2.5608  0.106
H: -2.2764 -0.1213 2.2009  0.102
H: -4.0963 1.8486 -1.1288  0.114
H: -6.1612 0.5748 -0.7529  0.108
H: -3.7118 3.4775 0.7958  0.113
H: -3.4201 5.8477 0.3678  0.114
H: -1.2951 6.7796 -0.4973  0.106
H: 0.6634 5.2363 -0.7916  0.113
H: 4.0979 2.5112 -1.5313  0.119
H: 5.7196 0.7353 -0.7909  0.117
H: 4.9335 -0.9565 0.8834  0.102
H: 2.5608 -0.9199 1.5878  0.107
N: -1.2196 0.6896 -2.5484  0.010
H: -1.9581 0.0517 -2.2452  0.036
H: -0.8541 0.2581 -3.3934  0.048
H: -1.6951 1.5472 -2.8144  0.062
C: -0.3747 -2.3630 1.4821  -0.084
N: 0.7546 -3.0587 0.8868  -0.203
C: 0.8975 -4.4322 1.3789  -0.031
C: 1.2451 -2.6914 -0.3191  -0.708
S: 0.3223 -1.7694 -1.4539  0.694
N: 2.4638 -3.1210 -0.6574  -0.183
C: 2.9935 -2.9577 -2.0093  -0.064
C: 3.4605 -3.5517 0.3198  -0.045
H: -0.3519 -2.5355 2.5582  0.105
H: -1.3283 -2.7132 1.0802  0.099
H: -0.2940 -1.2910 1.3167  0.034
H: -0.0989 -4.8710 1.4554  0.103
H: 1.3675 -4.4576 2.3625  0.101
H: 1.4742 -5.0336 0.6866  0.087
H: 2.2066 -3.0706 -2.7464  0.059
H: 3.7470 -3.7266 -2.1683  0.099
H: 3.4527 -1.9736 -2.1243  0.094
H: 3.1492 -3.2802 1.3241  0.087
H: 4.3955 -3.0428 0.0891  0.086
H: 3.6361 -4.6269 0.2729  0.103

Calculated values
2S+1: 6
Charge: +1
ΔE to the lowest compared entry with this formula, charge and spin: 1.097 eV
Highest occupied orbital energy (spin up / spin down): -9.686 / -9.784 eV

(4)
The following is a DFT calculation (the ωB97M-V functional and the def2-TZVPD basis) of a structure of composition C4H6LiO2Yb at a distorted geometry.

Last column: Löwdin charge in e.
Geometry (Å):
O: -1.3861 1.5184 0.2377  -0.540
Yb: 0.3462 2.6269 -0.1936  0.783
C: -1.6377 0.1577 0.3234  -0.433
C: -0.3870 -0.7331 0.3548  -0.138
H: -2.2043 -0.0550 1.2540  0.110
H: 0.0667 -0.5203 1.3394  0.109
H: -0.6947 -1.7892 0.4159  0.113
H: -2.2644 -0.1718 -0.5348  0.105
C: 0.4274 -0.5436 -1.1627  -0.133
C: 1.5990 -0.3146 -0.3491  -0.323
O: 2.4470 -0.6697 0.4939  -0.097
Li: 3.2680 1.8010 1.5525  0.241
H: -0.2576 0.0055 -1.8239  0.097
H: 0.6776 -1.3124 -1.9075  0.105

Calculated values
2S+1: 2
Highest occupied orbital energy (spin up / spin down): -4.755 / -5.022 eV

The following electronic energy values (in eV) correspond, in order, to the records above: -30246.4856 -68282.1765 -75849.9931 -40068.2303.